Molecular formula: C51H113N5O8S3
Method: DFT, the ωB97M-V functional and the def2-TZVPD basis

Results
- 2S+1 = 1
- E_HOMO (eV) = -7.52
- M (g mol⁻¹) = 1020.693
- net charge = 0

```
180
C51H113N5O8S3 the ωB97M-V functional and the def2-TZVPD basis
C -3.56 1.82 1.61
S -4.02 1.35 3.30
O -5.12 0.34 3.17
C -2.49 0.32 3.73
H -2.67 2.42 1.42
H -4.26 2.59 1.27
H -3.63 0.90 1.02
H -2.47 -0.69 3.32
H -2.49 0.12 4.80
H -1.46 0.63 3.56
C 4.30 -1.08 1.97
S 4.24 0.59 2.65
O 3.26 1.31 1.73
C 3.11 0.57 4.10
H 4.62 -1.08 0.93
H 3.28 -1.45 1.88
H 4.93 -1.77 2.54
H 2.10 0.20 3.92
H 2.85 1.60 4.33
H 3.49 -0.03 4.93
C -1.72 -2.82 4.54
S -2.61 -4.28 3.67
O -3.56 -5.08 4.60
C -3.81 -3.07 2.95
H -1.21 -2.11 3.89
H -1.04 -3.15 5.33
H -2.51 -2.17 4.92
H -4.37 -3.81 2.38
H -3.23 -2.41 2.31
H -4.40 -2.61 3.74
C 3.12 3.42 -3.06
C 4.46 2.78 -3.26
C 5.11 2.59 -1.80
C 4.51 1.42 -0.90
C 4.62 0.20 -1.68
C 3.93 0.21 -3.08
N 4.41 1.39 -3.87
O 3.94 1.52 -5.11
C 4.50 -1.04 -3.78
C 2.40 0.10 -2.87
C 5.43 3.66 -4.08
H 3.22 4.50 -3.01
H 2.66 3.16 -2.10
H 2.49 3.27 -3.94
H 6.19 2.46 -1.72
H 4.89 3.51 -1.24
H 3.44 1.45 -0.69
H 5.14 1.34 -0.01
H 4.10 -0.63 -1.20
H 5.66 -0.13 -1.67
H 4.17 -1.94 -3.25
H 4.15 -1.18 -4.80
H 5.59 -1.10 -3.89
H 2.29 -0.86 -2.37
H 1.99 0.94 -2.30
H 1.86 0.10 -3.81
H 5.29 3.48 -5.15
H 6.46 3.41 -3.82
H 5.27 4.72 -3.90
H 4.70 1.22 -5.61
C 1.20 0.26 -1.30
C 0.65 0.40 0.15
C -0.79 1.05 0.14
C -1.96 0.26 -0.32
C -2.00 -0.92 0.64
C -0.70 -1.73 0.79
N 0.49 -0.84 0.93
O 1.73 -1.54 0.99
C -0.80 -2.64 2.05
C -0.82 -2.61 -0.52
C 1.56 1.48 0.85
H 2.21 -0.15 -1.31
H 1.32 1.25 -1.73
H 0.65 -0.37 -2.01
H -1.01 1.53 1.09
H -0.52 1.69 -0.70
H -2.06 0.06 -1.39
H -2.89 0.81 -0.31
H -2.78 -1.62 0.33
H -2.20 -0.49 1.62
H -0.74 -2.01 2.94
H -1.72 -3.22 2.11
H -0.01 -3.38 2.08
H -1.39 -3.54 -0.53
H -0.93 -2.04 -1.44
H 0.19 -2.98 -0.69
H 2.51 1.02 0.60
H 1.40 1.49 1.93
H 1.57 2.46 0.39
H 2.00 -1.33 1.89
C -5.25 -2.23 -1.56
C -5.34 -1.77 -3.03
C -6.89 -1.24 -3.28
C -7.11 0.22 -2.77
C -5.96 1.13 -3.26
C -4.52 0.67 -2.98
N -4.31 -0.68 -3.35
O -3.04 -1.20 -3.51
C -3.58 1.65 -3.74
C -4.16 1.00 -1.43
C -5.10 -3.06 -3.87
H -5.59 -3.21 -1.22
H -6.05 -1.77 -0.98
H -4.30 -2.08 -1.05
H -7.16 -1.27 -4.33
H -7.52 -1.89 -2.67
H -7.15 0.40 -1.69
H -8.13 0.52 -3.01
H -6.16 2.13 -2.89
H -6.00 1.11 -4.35
H -2.52 1.39 -3.61
H -3.73 1.54 -4.82
H -3.70 2.70 -3.50
H -4.57 0.35 -0.66
H -3.10 0.87 -1.18
H -4.22 2.04 -1.10
H -5.23 -2.96 -4.95
H -5.94 -3.72 -3.64
H -4.11 -3.50 -3.83
H -2.90 -1.25 -4.46
C 1.12 4.59 1.48
C 0.68 4.89 0.03
C -0.56 5.83 0.04
C -0.09 7.38 0.10
C 1.02 7.66 -0.83
C 2.28 6.78 -0.77
N 1.74 5.39 -0.91
O 2.83 4.49 -1.00
C 3.16 7.18 -1.96
C 2.98 7.01 0.64
C 0.16 3.61 -0.56
H 2.09 4.10 1.57
H 0.47 3.94 2.06
H 1.09 5.58 1.93
H -1.18 5.61 -0.83
H -0.99 5.57 1.01
H 0.16 7.68 1.12
H -0.98 7.93 -0.20
H 1.31 8.71 -0.88
H 0.73 7.46 -1.86
H 4.23 6.99 -1.90
H 2.82 6.75 -2.91
H 3.29 8.25 -2.08
H 2.32 7.06 1.50
H 3.77 6.26 0.75
H 3.63 7.88 0.65
H -0.09 3.79 -1.61
H -0.77 3.24 -0.13
H 0.83 2.76 -0.68
H 2.60 3.84 -1.66
C 0.69 -7.27 1.11
C -0.09 -6.00 1.62
C -1.13 -6.43 2.73
C -0.34 -6.57 3.99
C 0.27 -5.32 4.46
C 1.34 -4.90 3.50
N 0.81 -4.93 2.06
O 1.72 -4.47 1.05
C 1.64 -3.42 3.82
C 2.58 -5.77 3.66
C -0.93 -5.40 0.47
H 1.43 -7.01 0.35
H 0.07 -7.91 0.49
H 1.12 -7.97 1.82
H -2.09 -5.91 2.83
H -1.50 -7.42 2.48
H 0.46 -7.31 3.91
H -0.98 -7.02 4.75
H 0.66 -5.54 5.45
H -0.57 -4.63 4.44
H 2.05 -2.90 2.95
H 0.79 -2.77 4.01
H 2.22 -3.29 4.74
H 2.34 -6.81 3.49
H 3.32 -5.52 2.89
H 3.13 -5.43 4.55
H -1.19 -4.35 0.62
H -1.85 -5.97 0.33
H -0.29 -5.55 -0.40
H 1.26 -3.78 0.57
```

Mulliken atomic charge list, values in e, 2 entries: atom 1 (C): 0.095, atom 2 (S): 0.205